[1]
A structure of composition C21H31N3OP2Yb, computed with ωB97M-V with the def2-TZVPD basis set.

* expectation value of S²: 0.7520
* HOMO energy (alpha / beta): -7.1 / -8.6 eV
* gap between HOMO and LUMO (alpha / beta): 4.355 / 5.693 eV

```
! wB97M-V def2-TZVPD RIJCOSX def2/J DEFGRID3
* xyz 1 2
H -3.4283 1.0170 -1.9282
H 1.9076 1.6982 -0.3420
C -1.1490 -2.7913 0.8356
H -0.6486 -1.0063 5.1616
H -0.9591 4.8671 -3.1956
H -4.2849 0.6213 0.3171
N 0.3142 -0.1793 -2.7954
Yb 0.4207 2.1192 1.1388
H 1.7124 -2.4073 2.2439
C -1.9572 0.4985 4.3482
C 0.5646 3.5019 -2.5047
H -1.5613 3.1101 -0.1911
H -1.9479 -2.5272 0.1328
H -3.6439 -1.0393 0.1538
H -3.4292 -0.1525 1.6885
H 3.3558 -3.4373 -2.0283
H -2.2273 0.7108 3.3041
N -0.7512 -0.3218 4.4111
H 2.7200 -2.6791 0.7829
H -2.7540 3.1281 -3.1755
P 0.4289 -2.2631 0.2221
C 0.3144 -0.1117 3.6478
N 1.4191 -0.8972 3.8318
C 3.1434 -2.3680 -2.0885
C -0.7165 3.8371 -2.9284
H 4.7037 0.6750 -1.9640
C -0.0261 1.1419 -2.6507
H -1.1306 -3.8835 0.9631
C 0.6834 -2.7687 -1.5097
C 3.9014 -0.0629 -2.0443
O 0.3243 0.7480 2.6952
H -1.3532 -2.3265 1.8086
H -0.2480 -2.5379 -2.0508
H 2.2893 -0.5190 3.4691
H 2.9447 2.4787 -1.6970
C -3.4586 -0.0504 0.5957
H -3.1649 2.6310 0.3556
H 1.4740 -1.4758 4.6646
H 1.6203 -3.9670 1.3536
C 1.7470 -2.8789 1.2474
H -2.7729 -0.0610 4.8177
C -1.7193 2.8609 -2.9461
C 4.1828 -1.4247 -2.1425
C 2.5743 0.3766 -2.0417
C 0.9098 2.1561 -2.3171
C 1.5489 -0.5509 -2.3571
H 5.2141 -1.7700 -2.1919
H -1.8262 1.4480 4.8863
C -1.4157 1.5572 -2.5746
H -2.3043 -0.3662 -2.2231
C -2.1002 2.3950 0.4526
C 2.1462 1.7384 -1.5883
H -1.8529 2.5608 1.5312
P -1.8751 0.6294 -0.0359
H 0.4792 -0.8350 0.2215
H 1.3275 4.2683 -2.3282
C -2.3867 0.6670 -1.8500
H 0.8947 -3.8469 -1.5353
C 1.8264 -1.9349 -2.0565
*
```

natural (NBO) atomic charge list, values in e, 8 entries: H 0.231; H 0.016; C -0.989; H 0.412; H 0.223; H 0.238; N -0.657; Yb 0.825

[2]
A structure of composition H16O8, computed with ωB97M-V with the def2-TZVPD basis set.

* HOMO energy: -8.2 eV
* gap between HOMO and LUMO: 8.135 eV
* ΔE to the lowest compared entry with this formula, charge and spin: 703.0 kJ/mol

```
! wB97M-V def2-TZVPD RIJCOSX def2/J DEFGRID3
* xyz 0 1
H 3.3780 1.0283 0.0195
H -3.5420 1.2631 -1.6616
O -3.1938 0.3875 -1.8641
O -0.3136 -5.0224 -0.4498
H -0.9086 -1.7390 5.2025
O 0.5886 2.7916 1.2475
H 0.3009 2.7668 0.3279
H 0.8972 -0.0581 -0.6458
O 0.3742 -2.3317 -4.1648
H 0.7427 4.9265 0.4769
H -0.1742 0.2125 0.3977
O 0.4911 4.4505 1.2764
H -0.3819 -2.6251 -3.6439
H 0.5151 -5.5081 -0.3690
H -2.2421 0.5236 -1.9326
O 0.3422 -0.5009 0.0060
H 0.4486 -1.3924 -3.9618
H -0.0377 -4.1092 -0.5874
H 2.6459 0.0821 -0.9179
H 0.3258 1.9334 1.5986
O 2.4960 0.8058 -0.2991
O -1.1421 -1.1536 4.4733
H -0.1663 5.0202 1.6914
H -1.4440 -1.7514 3.7801
*
```

natural (NBO) atomic charge list, values in e, 8 entries: H 0.488; H 0.467; O -0.932; O -0.939; H 0.468; O -0.885; H 0.455; H 0.466

[3]
A cluster of 2 separate species, CH6N3S in total, computed with ωB97M-V with the def2-TZVPD basis set.

* HOMO energy (alpha / beta): -12.0 / -12.0 eV
* gap between HOMO and LUMO (alpha / beta): 6.923 / 6.924 eV
* ΔE to the lowest compared entry with this formula, charge and spin: 440.9 kJ/mol

```
! wB97M-V def2-TZVPD RIJCOSX def2/J DEFGRID3
* xyz 1 1
N 1.4418 0.3241 -0.5580
H -1.6270 1.8342 3.1188
N -0.4141 -0.9677 -1.1834
S -1.1387 0.4540 1.5386
H 2.1907 -0.4065 -0.8160
H 2.0156 1.0792 -0.0972
C 0.1166 0.3251 -0.6630
H -0.1897 -1.9114 -0.6261
H -0.1296 -1.2716 -2.0715
H -1.4504 -0.9222 -1.3253
N -0.8151 1.4629 2.6832
*
```

natural (NBO) atomic charge list, values in e, 8 entries: N -0.761; H 0.359; N -0.787; S 0.424; H 0.403; H 0.454; C 0.244; H 0.457

[4]
A structure of composition C18H22N4O5Sm, computed with ωB97M-V with the def2-TZVPD basis set.

* expectation value of S²: 8.7588
* HOMO energy (alpha / beta): -10.1 / -10.1 eV
* gap between HOMO and LUMO (alpha / beta): 6.341 / 6.534 eV
* ΔE to the lowest compared entry with this formula, charge and spin: 0.0 kJ/mol

```
! wB97M-V def2-TZVPD RIJCOSX def2/J DEFGRID3
* xyz 1 6
H -2.1525 2.9937 0.4643
N -0.9016 4.0145 1.7299
C 2.4463 -2.0225 -1.3817
H -2.7224 3.2981 1.9765
C -0.4925 -1.3798 -3.9268
C 1.2596 -1.7056 -0.6978
O 0.7265 2.3936 2.2582
H -0.7129 -1.2235 -0.9545
C -1.0419 -2.7652 -3.7807
H 4.2175 -3.2209 -1.3244
H -0.9919 4.7696 1.0970
O 0.5083 -0.8699 2.7874
N 0.0645 -1.5199 -1.5156
H -1.0410 -3.3364 -4.7049
H 0.9537 2.2615 -4.0889
C -0.3310 0.7657 -4.9889
C -1.6014 -1.0076 -6.2053
C 0.4870 3.5757 1.7021
H 2.3944 -1.8337 -2.4463
H -1.0392 -1.6521 -6.9523
C 3.4654 -2.6883 -0.7378
N -2.1442 0.4864 6.8014
H 4.1938 -3.2777 1.1749
C -0.3308 2.1980 6.7020
O -0.8175 -0.5980 1.0186
C 0.9171 0.3439 -2.9725
C 0.2712 -1.0663 1.5477
O -1.2483 1.1265 4.7961
H -0.4945 -3.3221 -3.0004
N -1.9099 3.0756 1.4613
H -0.4680 2.3971 7.8142
C 0.2028 -0.8448 -2.8126
C -1.2473 1.1743 6.0911
H -2.4719 -1.6229 -5.8658
C -0.7400 -0.5620 -5.0500
Sm -0.9061 1.0520 2.6377
O 1.3450 4.2708 1.1852
C 1.2117 -1.7798 0.7273
H -0.3509 3.1366 6.0891
H -2.0567 0.4737 7.8034
H 0.7241 1.7685 6.5529
C 3.4058 -2.7449 0.6632
H 2.3272 -2.4414 2.4639
H 1.6036 0.6552 -2.1577
C 2.3340 -2.3505 1.3892
H -1.9010 -0.1033 -6.7415
C 0.4935 1.2466 -3.9998
H -2.6194 -0.3136 6.3801
H -0.7004 1.4949 -5.7013
H -2.1180 -2.7199 -3.3071
*
```

Mulliken atomic charge list, values in e, 8 entries: H 0.268; N -0.201; C -0.424; H 0.289; C 0.471; C 0.675; O -0.585; H 0.276

Number 1: strongest force on any atom 3.7 eV Å⁻¹, E_tot -2899.4063 Ha. Number 2: strongest force on any atom 11.9 eV Å⁻¹, E_tot -611.3149 Ha. Number 3: strongest force on any atom 4.0 eV Å⁻¹, E_tot -603.7308 Ha. Number 4: strongest force on any atom 3.2 eV Å⁻¹, E_tot -1952.2157 Ha.